DFT (wB97M-V/def2-TZVPD) results for 16 unconnected molecules or ions with the total composition C4H38O17 at a distorted geometry.

CARTESIAN COORDINATES (ANGSTROEM)
O 0.871 1.344 -0.082
C 0.010 0.580 0.116
C 0.435 -0.889 0.514
C -0.413 -1.926 -0.224
C -1.320 -2.612 0.871
O -1.284 -1.258 -1.021
H -1.030 0.774 0.325
H 0.069 -1.036 1.594
H 1.522 -1.081 0.525
H 0.371 -2.512 -0.794
H -2.292 -2.690 0.411
H -1.618 -1.945 1.656
H -0.866 -3.472 1.254
H -0.774 -0.840 -1.864
H -3.045 -0.202 2.695
H -3.711 -0.857 1.630
O -3.660 -1.041 2.508
H 3.159 -1.382 2.458
H 2.222 -1.981 1.362
O 2.996 -2.015 1.739
H 1.432 2.041 2.345
H 0.028 1.956 1.796
O 0.492 1.700 2.597
H 1.000 3.211 -2.917
H 0.270 3.154 -1.460
O 0.727 3.797 -2.169
H 1.581 -2.273 -3.598
H 2.206 -1.631 -2.534
O 1.287 -1.809 -2.870
H 2.302 0.932 -0.997
H 3.421 1.460 -1.911
O 3.242 1.104 -1.063
H 0.681 -0.308 3.667
H 0.831 -1.500 4.476
O 0.623 -1.234 3.656
H 3.065 0.892 0.978
H 4.221 1.105 2.017
O 3.284 0.940 1.989
H -2.921 0.360 -3.897
H -2.957 -0.697 -2.807
O -2.383 -0.285 -3.312
H 3.725 -2.259 -0.890
H 3.877 -1.062 -1.708
O 3.619 -1.925 -1.763
H -2.014 2.587 2.501
H -0.840 3.718 2.614
O -1.290 3.121 2.001
H -2.191 2.963 -1.705
H -1.770 1.872 -2.847
O -1.932 2.175 -2.020
H 1.228 -0.203 -4.380
H -0.026 -0.197 -3.612
O 0.308 0.113 -4.460
H -3.095 -1.408 -0.905
H -4.139 -2.352 -0.278
O -3.963 -1.454 -0.564
H -2.254 0.822 4.432
H -1.170 0.443 3.430
O -2.033 0.813 3.495

Properties
- Calculated total energy: -39567.6881 eV
- HOMO energy: -9.90 eV
- F_max: 8.5 eV/Å
- 2S+1: 1
- Energy above the lowest of the compared OMol25 structures with the same formula, charge and spin: 764.0 kJ/mol

Atomic partial charges in e from the Löwdin method, atoms 1 to 5:
1 O 0.039
2 C -0.216
3 C -0.070
4 C -0.418
5 C 0.011

***

DFT (wB97M-V/def2-TZVPD) results for C2H4O3S in the gas phase at a distorted geometry.

CARTESIAN COORDINATES (ANGSTROEM)
O -2.020 -0.601 0.146
C -0.728 -0.933 -0.065
O -0.226 -0.948 -1.399
C 0.280 0.001 -0.549
O 0.153 1.307 -0.771
S 2.315 -0.508 0.054
H -2.272 0.159 -0.397
H -0.423 -1.777 0.541
H 0.586 1.551 -1.605
H 2.224 0.228 1.153

Properties
- Calculated total energy: -19114.4291 eV
- Structure (SMILES): O[C@H]1O[C@]1(O)S
- HOMO energy: -9.30 eV
- F_max: 3.6 eV/Å
- 2S+1: 1
- Energy above the lowest of the compared OMol25 structures with the same formula, charge and spin: 134.5 kJ/mol

Atomic partial charges in e from the Löwdin method, atoms 1 to 5:
1 O 0.079
2 C -0.342
3 O 0.064
4 C -0.646
5 O 0.065

***

DFT (wB97M-V/def2-TZVPD) results for a molecular structure, C32H47IrN2OP2Te4.

CARTESIAN COORDINATES (ANGSTROEM)
Ir -0.592 0.349 0.282
C -1.014 2.390 -4.091
C -0.993 1.374 -2.949
C -0.785 -0.025 -3.540
P 0.191 1.668 -1.531
C 0.446 3.504 -1.525
C 1.368 4.045 -2.623
C 0.940 4.068 -0.199
C 1.641 0.715 -2.002
C 2.370 0.971 -3.168
C 3.249 0.050 -3.708
C 4.064 0.366 -4.932
C 3.317 -1.196 -3.085
C 2.603 -1.478 -1.940
C 1.790 -0.511 -1.326
N 1.075 -0.779 -0.155
C 1.623 -1.605 0.835
C 2.974 -1.969 0.909
C 3.442 -2.798 1.914
C 2.606 -3.319 2.894
C 3.113 -4.237 3.973
C 1.277 -2.923 2.855
C 0.792 -2.061 1.879
P -0.900 -1.457 1.779
C -1.770 -2.926 1.030
C -1.047 -3.372 -0.250
C -1.877 -4.133 1.965
C -1.734 -1.210 3.427
C -2.608 0.046 3.370
C -0.833 -1.179 4.665
H -1.830 2.131 -4.769
H -0.093 2.352 -4.675
H -1.177 3.415 -3.761
H -1.974 1.409 -2.465
H 0.053 -0.015 -4.238
H -1.679 -0.329 -4.088
H -0.561 -0.783 -2.792
H -0.572 3.874 -1.702
H 2.398 3.746 -2.426
H 1.334 5.135 -2.593
H 1.100 3.737 -3.629
H 1.937 3.690 0.025
H 0.305 3.824 0.645
H 1.007 5.155 -0.277
H 2.224 1.905 -3.691
H 3.522 1.027 -5.610
H 4.323 -0.540 -5.478
H 4.997 0.865 -4.662
H 3.933 -1.975 -3.522
H 2.658 -2.471 -1.517
H 3.681 -1.589 0.186
H 4.498 -3.041 1.934
H 4.176 -4.440 3.847
H 2.588 -5.193 3.960
H 2.973 -3.798 4.963
H 0.609 -3.290 3.622
H -2.788 -2.600 0.789
H -0.153 -3.939 0.015
H -0.688 -2.550 -0.876
H -1.690 -4.028 -0.840
H -0.884 -4.478 2.257
H -2.365 -4.953 1.435
H -2.457 -3.939 2.866
H -2.411 -2.061 3.521
H -2.000 0.951 3.317
H -3.212 0.104 4.277
H -3.288 0.042 2.517
H 0.041 -0.546 4.516
H -0.495 -2.170 4.956
H -1.407 -0.776 5.502
Te 0.757 1.386 2.259
Te 2.957 3.742 4.945
Te 3.936 3.771 2.533
Te 3.384 1.233 1.660
O -2.245 -0.589 -1.086
C -3.524 -0.257 -0.548
C -3.485 1.148 -0.033
C -4.618 1.942 -0.066
C -4.584 3.199 0.511
C -3.403 3.621 1.099
C -2.307 2.783 1.076
N -2.334 1.563 0.520
H -2.166 -1.547 -1.184
H -3.772 -0.925 0.284
H -4.292 -0.361 -1.317
H -5.516 1.567 -0.538
H -5.459 3.834 0.502
H -3.318 4.590 1.569
H -1.370 3.074 1.528

Properties
- Calculated total energy: -89562.5997 eV
- HOMO energy (alpha / beta): -9.17 / -9.17 eV
- F_max: 0.2 eV/Å
- 2S+1: 2
- Energy above the lowest of the compared OMol25 structures with the same formula, charge and spin: 0.0 kJ/mol
- Charge: +1

Atomic partial charges in e from the Löwdin method, atoms 1 to 5:
1 Ir 0.707
2 C -0.101
3 C -0.499
4 C -0.103
5 P 0.992

***

DFT (wB97M-V/def2-TZVPD) results for a molecular structure, C45H71CoN2O6P.

CARTESIAN COORDINATES (ANGSTROEM)
Co 0.051 0.347 0.235
C 5.656 0.878 -4.976
C 5.341 0.057 -3.725
C 5.303 -1.425 -4.127
C 6.473 0.276 -2.708
C 4.012 0.459 -3.083
C 3.541 -0.244 -1.994
C 2.345 0.118 -1.363
N 1.732 -0.514 -0.319
C 1.981 -1.634 0.393
C 3.214 -2.297 0.542
C 3.309 -3.428 1.309
C 2.130 -3.922 1.900
C 0.879 -3.339 1.789
C 0.790 -2.116 1.075
O -0.311 -1.406 0.979
C -0.304 -4.006 2.510
C -0.240 -3.623 3.996
C -1.686 -3.629 1.956
C -0.210 -5.537 2.391
C 4.626 -4.167 1.541
C 4.938 -4.195 3.045
C 4.506 -5.606 1.020
C 5.798 -3.496 0.822
C 1.561 1.213 -1.869
O 0.400 1.486 -1.277
C 2.026 1.915 -2.997
C 3.241 1.528 -3.553
C 1.188 3.034 -3.623
C 1.882 3.664 -4.832
C 0.927 4.151 -2.600
C -0.155 2.455 -4.102
H 6.597 0.533 -5.409
H 5.768 1.939 -4.746
H 4.878 0.764 -5.735
H 6.247 -1.712 -4.596
H 4.496 -1.609 -4.839
H 5.150 -2.076 -3.265
H 7.436 -0.005 -3.142
H 6.318 -0.326 -1.809
H 6.522 1.324 -2.408
H 4.088 -1.102 -1.635
H 4.095 -1.866 0.096
H 2.216 -4.825 2.491
H -0.292 -2.537 4.116
H 0.697 -3.961 4.444
H -1.069 -4.074 4.550
H -1.914 -2.577 2.090
H -2.445 -4.228 2.468
H -1.747 -3.844 0.887
H 0.683 -5.948 2.863
H -0.211 -5.842 1.342
H -1.073 -5.992 2.881
H 4.155 -4.703 3.610
H 5.034 -3.179 3.436
H 5.877 -4.723 3.227
H 3.711 -6.156 1.525
H 5.442 -6.144 1.185
H 4.291 -5.608 -0.051
H 5.956 -2.475 1.178
H 5.642 -3.470 -0.259
H 6.712 -4.060 1.012
H 3.603 2.072 -4.413
H 2.837 4.120 -4.559
H 1.243 4.451 -5.239
H 2.058 2.935 -5.626
H 1.871 4.562 -2.232
H 0.359 3.760 -1.760
H 0.359 4.961 -3.065
H 0.012 1.677 -4.850
H -0.759 3.244 -4.561
H -0.712 2.026 -3.270
C -6.823 3.331 1.129
N -5.829 2.951 2.177
C -6.324 1.908 3.124
C -4.445 2.691 1.645
C -4.211 1.440 0.826
C -5.183 0.556 0.392
C -4.860 -0.486 -0.470
C -3.574 -0.590 -0.950
C -2.575 0.288 -0.538
C -2.886 1.251 0.402
H -7.788 3.502 1.601
H -6.908 2.546 0.389
H -6.488 4.244 0.642
H -5.701 3.788 2.747
H -6.679 1.040 2.584
H -7.137 2.327 3.712
H -5.506 1.612 3.778
H -3.802 2.696 2.521
H -4.189 3.567 1.044
H -6.215 0.655 0.693
H -5.625 -1.180 -0.790
H -3.322 -1.354 -1.674
H -1.645 0.207 -1.101
C -0.590 5.911 2.794
C 0.009 4.573 2.411
C 0.351 4.506 0.935
C 1.177 4.196 3.302
O -1.111 3.610 2.698
P -1.137 2.112 2.278
O -1.911 2.120 0.866
O 0.162 1.428 2.110
O -2.183 1.442 3.224
C -1.956 0.851 4.577
C -0.479 0.640 4.855
C -2.710 -0.461 4.536
C -2.566 1.850 5.545
H 0.156 6.693 2.649
H -0.894 5.913 3.841
H -1.453 6.137 2.166
H 1.118 5.247 0.708
H -0.525 4.731 0.325
H 0.740 3.526 0.654
H 1.979 4.921 3.166
H 1.554 3.207 3.043
H 0.878 4.217 4.352
H -0.036 -0.053 4.142
H -0.380 0.230 5.860
H 0.071 1.585 4.828
H -2.258 -1.126 3.801
H -3.756 -0.297 4.266
H -2.676 -0.941 5.514
H -2.066 2.816 5.462
H -2.455 1.487 6.567
H -3.634 1.982 5.350

Properties
- Calculated total energy: -109997.1807 eV
- HOMO energy (alpha / beta): -8.05 / -8.64 eV
- F_max: 0.7 eV/Å
- 2S+1: 5
- Energy above the lowest of the compared OMol25 structures with the same formula, charge and spin: 0.0 kJ/mol
- Charge: +1

Atomic partial charges in e from the Löwdin method, atoms 1 to 5:
1 Co 0.767
2 C -0.067
3 C -0.556
4 C -0.046
5 C -0.044

***

DFT (wB97M-V/def2-TZVPD) results for 2 unconnected molecules or ions with the total composition C7H10FP at a distorted geometry.

CARTESIAN COORDINATES (ANGSTROEM)
C -2.891 0.165 -0.917
C -2.327 1.344 -0.412
C -2.366 -1.110 -0.641
C -1.357 -1.279 0.280
C -1.245 1.378 0.387
C 1.147 -0.049 0.728
C 3.907 -0.292 -0.083
F -0.499 2.539 0.575
P -0.583 0.004 1.292
H -3.731 0.204 -1.634
H -2.632 2.242 -0.843
H -2.642 -2.010 -1.174
H -0.776 -2.174 0.431
H 1.497 0.864 0.904
H 1.544 -0.773 1.510
H 1.557 -0.485 -0.185
H 3.599 -1.283 -0.400
H 3.974 0.700 -0.748
H 3.824 0.015 0.930

Properties
- Calculated total energy: -19422.2652 eV
- HOMO energy (alpha / beta): -6.98 / -8.84 eV
- F_max: 5.3 eV/Å
- 2S+1: 1
- Energy above the lowest of the compared OMol25 structures with the same formula, charge and spin: 255.5 kJ/mol

Atomic partial charges in e from the Löwdin method, atoms 1 to 5:
1 C -0.109
2 C -0.102
3 C -0.172
4 C -0.264
5 C -0.420

***

DFT (wB97M-V/def2-TZVPD) results for a molecular structure, C50H34InN6O5Se.

CARTESIAN COORDINATES (ANGSTROEM)
In -0.075 -1.245 -0.110
C 5.112 -1.530 -5.593
C 5.219 -0.303 -4.951
C 4.343 0.019 -3.923
C 3.357 -0.881 -3.534
C 3.251 -2.114 -4.176
C 4.131 -2.432 -5.202
C 2.388 -0.586 -2.440
C 2.838 -0.692 -1.114
C 4.211 -0.804 -0.684
C 4.199 -0.783 0.674
C 2.815 -0.704 1.082
N 2.036 -0.631 -0.022
C 2.361 -0.786 2.412
C 1.038 -0.916 2.846
C 0.626 -1.060 4.225
C -0.718 -1.228 4.226
C -1.155 -1.139 2.849
C -2.491 -1.110 2.402
C -3.563 -1.500 3.363
C -4.272 -2.682 3.148
C -5.277 -3.070 4.022
C -5.589 -2.283 5.124
C -4.892 -1.104 5.342
C -3.888 -0.715 4.465
C -2.898 -0.716 1.122
N -2.073 -0.394 0.093
C -2.833 0.030 -0.951
C -2.368 0.367 -2.225
C -3.391 0.818 -3.219
C -4.221 -0.107 -3.847
C -5.168 0.313 -4.771
C -5.295 1.661 -5.078
C -4.468 2.587 -4.459
C -3.521 2.166 -3.535
C -1.050 0.255 -2.701
C -0.643 0.449 -4.077
C 0.666 0.109 -4.157
C 1.086 -0.256 -2.824
N 0.024 -0.149 -1.984
C -4.222 0.033 -0.540
C -4.265 -0.448 0.724
N -0.071 -0.981 2.057
C 3.417 -0.765 3.469
C 3.798 -1.932 4.122
C 4.787 -1.906 5.096
C 5.407 -0.710 5.428
C 5.035 0.460 4.779
C 4.047 0.431 3.805
H 5.794 -1.782 -6.395
H 5.981 0.405 -5.253
H 4.416 0.977 -3.420
H 2.485 -2.810 -3.845
H 4.048 -3.392 -5.695
H 5.064 -0.889 -1.337
H 5.044 -0.847 1.341
H 1.284 -1.035 5.078
H -1.357 -1.381 5.079
H -4.018 -3.298 2.294
H -5.813 -3.993 3.844
H -6.372 -2.587 5.807
H -5.134 -0.479 6.193
H -3.359 0.216 4.627
H -4.109 -1.157 -3.607
H -5.806 -0.416 -5.254
H -6.034 1.988 -5.799
H -4.560 3.641 -4.692
H -2.874 2.886 -3.047
H -1.285 0.786 -4.875
H 1.301 0.112 -5.028
H -5.052 0.360 -1.145
H -5.134 -0.588 1.347
H 3.316 -2.865 3.855
H 5.075 -2.824 5.593
H 6.179 -0.690 6.187
H 5.514 1.398 5.033
H 3.751 1.339 3.294
N 1.071 6.780 0.083
C -0.084 6.060 0.114
O -1.176 6.589 0.050
C 0.073 4.573 0.272
C -0.996 3.850 0.778
C -0.858 2.478 0.928
N 0.249 1.816 0.597
C 1.264 2.512 0.099
C 1.228 3.887 -0.078
H 0.995 7.780 0.027
H 1.960 6.365 0.286
H -1.914 4.357 1.040
H -1.670 1.876 1.321
H 2.138 1.934 -0.186
H 2.082 4.385 -0.521
O -1.285 -2.776 -1.307
Se -0.101 -3.964 -1.199
O -0.696 -5.413 -0.797
O 0.751 -3.253 0.082
O 0.839 -3.946 -2.530

Properties
- Calculated total energy: -142103.2098 eV
- HOMO energy: -4.55 eV
- F_max: 0.4 eV/Å
- 2S+1: 1
- Charge: -1

Atomic partial charges in e from the Löwdin method, atoms 1 to 5:
1 In 0.784
2 C -0.105
3 C -0.097
4 C -0.046
5 C -0.205

***

DFT (wB97M-V/def2-TZVPD) results for C14H20N4O4 in the gas phase at a distorted geometry.

CARTESIAN COORDINATES (ANGSTROEM)
O 1.265 2.363 0.744
C 0.609 1.571 0.110
C -0.896 1.702 -0.106
N -1.516 0.416 -0.353
C -1.689 -0.315 0.899
C -2.372 -1.678 0.760
C -3.850 -1.702 1.162
C -4.838 -0.925 0.288
C -4.680 0.600 0.341
C -3.908 1.208 -0.833
C -2.640 0.461 -1.268
N 1.107 0.471 -0.539
N 2.350 -0.011 -0.631
C 3.365 0.565 -0.104
C 4.653 -0.042 -0.274
C 5.035 -1.197 -0.941
C 6.419 -1.307 -0.781
C 6.792 -0.213 -0.028
N 8.068 0.177 0.430
O 8.996 -0.550 0.124
O 8.155 1.192 1.087
O 5.725 0.548 0.276
H -1.025 2.344 -0.983
H -1.314 2.238 0.761
H -0.677 -0.466 1.293
H -2.225 0.289 1.647
H -2.244 -2.057 -0.254
H -1.857 -2.377 1.423
H -3.933 -1.334 2.188
H -4.168 -2.748 1.170
H -4.780 -1.272 -0.745
H -5.837 -1.180 0.649
H -4.214 0.880 1.286
H -5.672 1.059 0.340
H -4.566 1.231 -1.706
H -3.655 2.243 -0.591
H -2.900 -0.566 -1.525
H -2.271 0.933 -2.185
H 0.399 -0.113 -0.982
H 3.336 1.487 0.469
H 4.378 -1.857 -1.466
H 7.077 -2.066 -1.152

Properties
- Calculated total energy: -28988.5526 eV
- Structure (SMILES): O=C(CN1CCCCCCC1)N/N=C/c1ccc([N+](=O)[O-])o1
- HOMO energy: -8.64 eV
- F_max: 1.8 eV/Å
- 2S+1: 1
- Energy above the lowest of the compared OMol25 structures with the same formula, charge and spin: 605.8 kJ/mol

Atomic partial charges in e from the Löwdin method, atoms 1 to 5:
1 O 0.082
2 C -0.440
3 C -0.109
4 N -0.196
5 C -0.182

***

DFT (wB97M-V/def2-TZVPD) results for a molecular structure, C9H4Cl6N2O5Ru at a distorted geometry.

CARTESIAN COORDINATES (ANGSTROEM)
Ru -0.304 0.907 1.021
Cl 4.651 -1.614 -3.563
C 3.223 -1.000 -2.913
C 3.038 -0.996 -1.499
Cl 4.268 -1.561 -0.480
C 1.840 -0.517 -0.972
Cl 1.615 -0.435 0.720
C 0.748 -0.041 -1.789
O -0.340 0.319 -1.311
C 1.006 0.009 -3.224
Cl -0.172 0.699 -4.203
C 2.219 -0.462 -3.756
Cl 2.494 -0.367 -5.427
N -3.470 -1.293 2.274
C -2.563 -1.996 3.013
C -1.336 -1.461 2.729
N -1.508 -0.447 1.837
C -2.822 -0.362 1.583
H -4.472 -1.452 2.265
H -2.835 -2.796 3.675
H -0.370 -1.723 3.121
H -3.254 0.364 0.909
O -1.610 2.644 1.023
Cl -0.331 3.331 1.218
O -0.412 4.679 1.028
O 0.550 2.664 0.241
O 0.149 2.905 2.481

Properties
- Calculated total energy: -100303.8672 eV
- HOMO energy (alpha / beta): -15.42 / -15.40 eV
- F_max: 2.3 eV/Å
- 2S+1: 1
- Energy above the lowest of the compared OMol25 structures with the same formula, charge and spin: 106.6 kJ/mol
- Charge: +2

Atomic partial charges in e from the Löwdin method, atoms 1 to 5:
1 Ru 1.054
2 Cl 0.944
3 C -0.591
4 C -0.665
5 Cl 0.848

***

DFT (wB97M-V/def2-TZVPD) results for a molecular structure, C3H3AuFO at a distorted geometry.

CARTESIAN COORDINATES (ANGSTROEM)
F 2.101 -1.109 0.526
O -0.881 0.465 1.037
C 0.112 -0.123 -0.600
C -0.524 1.179 -0.187
C -0.355 -0.751 0.518
H -0.777 1.783 -1.085
H -0.498 2.233 0.165
Au 0.484 -2.409 1.006
H 0.338 -1.268 -1.382

Properties
- Calculated total energy: -11604.0358 eV
- HOMO energy (alpha / beta): -6.88 / -11.13 eV
- F_max: 5.4 eV/Å
- 2S+1: 4
- Energy above the lowest of the compared OMol25 structures with the same formula, charge and spin: 322.7 kJ/mol

Atomic partial charges in e from the Löwdin method, atoms 1 to 5:
1 F -0.544
2 O -0.035
3 C -0.039
4 C -0.143
5 C -0.427